No. 1
C2H9NO2P | the ωB97M-V functional and the def2-TZVPD basis

Calculated values
* lowest unoccupied orbital energy: -3.32 eV
* orbital gap: 0.3990 Ha
* energy above the lowest of the compared OMol25 structures with the same formula, charge and spin: 22.2 kcal per mole
* HOMO level: -14.18 eV
* charge: +1

Element x y z (Å)
C 0.70 1.32 1.14
C -0.53 1.00 0.83
N -1.29 -0.14 1.44
O 1.98 -1.07 -1.38
O -0.48 -0.82 -0.93
P 0.49 -0.97 -2.01
H 0.90 0.12 -2.71
H 1.11 2.14 0.54
H 1.18 0.79 1.94
H -1.32 1.63 0.20
H -2.10 -0.60 0.78
H -0.49 -0.84 1.56
H -1.83 0.10 2.29
H 2.75 -1.06 -2.03
H 0.00 -1.99 -2.81

=====

No. 2
C2H9NO3 | the ωB97M-V functional and the def2-TZVPD basis

Calculated values
* lowest unoccupied orbital energy: 0.65 eV
* orbital gap: 0.3521 Ha
* energy above the lowest of the compared OMol25 structures with the same formula, charge and spin: 62.9 kcal per mole
* HOMO level: -8.93 eV

Element x y z (Å)
C -1.08 1.21 0.41
O -0.38 2.11 1.20
O -1.15 0.01 0.91
O -2.27 1.74 -0.08
H -0.92 2.87 1.44
H -0.02 -0.63 0.60
H -2.97 1.13 0.15
H -0.27 1.13 -0.61
C 1.28 -1.89 -0.86
N 1.11 -0.73 0.02
H 1.89 -0.60 0.64
H 0.84 0.20 -0.56
H 0.41 -1.95 -1.52
H 1.35 -2.81 -0.27
H 2.18 -1.80 -1.48

=====

No. 3
C2H9NO3 | the ωB97M-V functional and the def2-TZVPD basis

Calculated values
* lowest unoccupied orbital energy: 0.50 eV
* orbital gap: 0.3677 Ha
* energy above the lowest of the compared OMol25 structures with the same formula, charge and spin: 39.3 kcal per mole
* HOMO level: -9.51 eV
* SMILES string: NCC=O.O.O

Element x y z (Å)
N 1.84 0.66 0.12
C 0.39 0.78 0.16
C -0.36 0.08 -0.95
O -1.28 0.58 -1.54
H 2.20 -0.28 0.26
H 2.19 0.97 -0.77
H 0.10 1.82 0.20
H 0.06 0.32 1.10
H -0.03 -0.96 -1.17
O -2.93 0.94 0.98
H -2.57 0.76 0.10
H -3.87 0.97 0.82
O 2.33 -2.52 0.72
H 1.57 -2.09 1.18
H 2.35 -3.44 1.05

=====

No. 4
C2H9NOS | the ωB97M-V functional and the def2-TZVPD basis

Calculated values
* lowest unoccupied orbital energy: 0.71 eV
* orbital gap: 0.3425 Ha
* energy above the lowest of the compared OMol25 structures with the same formula, charge and spin: 12.9 kcal per mole
* HOMO level: -8.61 eV
* SMILES string: CSCN.O

Element x y z (Å)
C 1.19 -0.05 0.50
S -0.22 0.98 0.10
C -0.39 0.89 -1.75
N 0.93 1.14 -2.30
H 1.98 0.50 -0.04
H 1.14 -1.08 0.10
H 1.48 -0.10 1.57
H -0.82 -0.09 -2.03
H -1.13 1.67 -2.03
H 1.38 1.86 -1.72
H 0.81 1.56 -3.22
O -2.43 -2.52 3.38
H -1.89 -1.70 3.37
H -2.02 -3.07 4.08

=====

No. 5
C2H9NOS | the ωB97M-V functional and the def2-TZVPD basis

Calculated values
* lowest unoccupied orbital energy: 0.70 eV
* orbital gap: 0.3567 Ha
* energy above the lowest of the compared OMol25 structures with the same formula, charge and spin: 4.4 kcal per mole
* HOMO level: -9.01 eV
* SMILES string: NCCS.O

Element x y z (Å)
N -1.23 -0.51 0.65
C 0.04 -0.11 0.09
C -0.15 0.37 -1.33
S 1.31 1.30 -1.93
H -1.88 0.27 0.69
H -1.22 -0.74 1.64
H 0.52 0.71 0.64
H 0.74 -0.95 0.09
H -1.00 1.05 -1.42
H -0.38 -0.42 -2.03
H 1.66 0.58 -3.02
O -1.09 -1.89 3.63
H -0.15 -2.05 3.55
H -1.35 -2.31 4.45

=====

No. 6
C2H9NOS2 | the ωB97M-V functional and the def2-TZVPD basis

Calculated values
* lowest unoccupied orbital energy: 0.33 eV
* orbital gap: 0.3449 Ha
* energy above the lowest of the compared OMol25 structures with the same formula, charge and spin: 18.6 kcal per mole
* HOMO level: -9.05 eV
* SMILES string: CSS.NCO

Element x y z (Å)
C -0.27 -1.74 -2.24
S -0.13 -0.30 -1.15
S -2.09 0.35 -1.06
H -1.12 -2.37 -2.00
H -0.47 -1.38 -3.24
H 0.61 -2.34 -2.01
H -2.28 0.30 0.26
N 1.26 1.82 1.94
C 1.31 0.45 2.48
O 1.92 -0.45 1.58
H 1.34 1.85 0.93
H 0.38 2.26 2.17
H 0.29 0.12 2.71
H 1.87 0.47 3.41
H 1.62 -0.15 0.70

=====

No. 7
C2H9NP2 | the ωB97M-V functional and the def2-TZVPD basis

Calculated values
* lowest unoccupied orbital energy (spin up / spin down): -0.59 / 0.14 eV
* orbital gap (spin up / spin down): 0.2684 / 0.2910 Ha
* energy above the lowest of the compared OMol25 structures with the same formula, charge and spin: 76.4 kcal per mole
* HOMO level (spin up / spin down): -7.89 / -7.78 eV

Element x y z (Å)
C -0.15 -0.59 -1.84
C -1.34 -0.35 1.80
N 0.75 0.18 0.17
P 1.99 0.79 -0.78
P -0.28 0.98 1.15
H 0.39 -1.54 -1.80
H -1.20 -0.63 -2.00
H 0.36 0.22 -2.38
H -1.91 0.10 2.70
H -0.81 -1.16 2.09
H -2.02 -0.75 1.03
H 2.79 -0.42 -1.18
H 2.70 1.15 0.30
H -1.27 2.03 0.74

=====

No. 8
C2H9NPS | the ωB97M-V functional and the def2-TZVPD basis

Calculated values
* lowest unoccupied orbital energy (spin up / spin down): -4.17 / -7.87 eV
* orbital gap (spin up / spin down): 0.2642 / 0.1282 Ha
* energy above the lowest of the compared OMol25 structures with the same formula, charge and spin: 82.0 kcal per mole
* HOMO level (spin up / spin down): -11.36 / -11.36 eV
* charge: +1

Element x y z (Å)
C 0.25 1.57 -1.41
C -0.92 2.22 -1.31
N -1.72 2.52 -2.35
P 0.65 -2.46 -0.73
S 1.34 -2.07 6.20
H 0.63 1.25 -2.37
H 0.85 1.36 -0.55
H -1.30 2.54 -0.35
H -2.58 3.02 -2.22
H 0.68 -1.93 7.34
H -1.44 2.27 -3.29
H 1.95 -2.41 -0.21
H 0.82 -3.78 -1.16
H 1.79 -3.28 6.53

=====

No. 9
C2H9NS | the ωB97M-V functional and the def2-TZVPD basis

Calculated values
* lowest unoccupied orbital energy: 0.95 eV
* orbital gap: 0.3587 Ha
* energy above the lowest of the compared OMol25 structures with the same formula, charge and spin: 50.0 kcal per mole
* HOMO level: -8.81 eV

Element x y z (Å)
N 1.16 2.51 0.79
H 1.74 2.21 -0.04
H -1.85 -3.19 1.43
H 0.63 3.34 0.50
H 0.60 1.76 1.18
C -0.36 -0.72 -0.24
C 0.24 -0.07 -1.40
S 1.41 -0.46 0.02
H -2.36 -3.87 1.37
H -0.90 -0.21 0.54
H -0.77 -1.68 -0.35
H 0.02 1.02 -1.46
H 0.43 -0.64 -2.33

=====

No. 10
C2H9NS | the ωB97M-V functional and the def2-TZVPD basis

Calculated values
* lowest unoccupied orbital energy: 0.88 eV
* orbital gap: 0.3654 Ha
* energy above the lowest of the compared OMol25 structures with the same formula, charge and spin: 62.7 kcal per mole
* HOMO level: -9.07 eV
* SMILES string: [H][H].C1CS1.N

Element x y z (Å)
H 0.45 1.86 -3.61
H 0.11 2.37 -3.87
C 0.00 0.29 0.92
C 0.98 1.40 0.28
S 0.63 0.05 -0.83
H 0.59 -0.16 1.81
H -1.06 0.57 0.98
H 2.08 1.55 0.57
H 0.25 2.18 0.02
N -1.04 -2.57 1.26
H -1.22 -3.34 0.61
H -0.09 -2.22 1.02
H -1.69 -1.99 0.84

=====

Record order is preserved below.
Max |F|: 5.401; 3.782; 1.217; 1.754; 1.218; 0.871; 4.480; 3.019; 2.990; 3.930 eV/Å
Record order is preserved below.
Calculated total energy: -627.90843; -362.01457; -362.05222; -609.74867; -609.76223; -1007.93429; -818.87901; -875.49788; -534.44996; -534.42983 Eh